C29H36AsAuF3O6SSe | ωB97M-V/def2-TZVPD

The HOMO energy comes out at -5.50 eV. The total energy comes out at -7048.93097 a.u. The value obtained for the LUMO energy is 1.8 eV. For the HOMO-LUMO gap, the calculation gives 0.26997 Eh. Its charge is -1.

```
78
Properties=species:S:1:pos:R:3:lowdin_charge:R:1
Au 0.1128 0.4825 0.6845 0.893
C -6.0274 4.2789 1.0093 -0.059
C -4.5689 3.9175 1.0971 -0.285
C -4.0781 3.1570 2.1501 -0.026
C -2.7360 2.8115 2.2451 -0.307
C -2.2847 1.9594 3.3933 -0.089
C -1.8473 3.2442 1.2504 -0.518
Se 0.0173 2.8216 1.3846 0.786
C -2.3231 3.9983 0.1689 -0.297
C -1.4603 4.4568 -0.9781 -0.083
C -3.6759 4.3278 0.1208 -0.035
H -6.5895 3.8460 1.8369 0.068
H -6.4665 3.9161 0.0776 0.076
H -6.1688 5.3615 1.0361 0.075
H -4.7627 2.8102 2.9178 0.108
H -3.1217 1.7443 4.0587 0.071
H -1.4937 2.4517 3.9617 0.065
H -1.8715 1.0141 3.0385 0.058
H -0.4254 4.1489 -0.8656 0.013
H -1.4924 5.5447 -1.0707 0.080
H -1.8347 4.0392 -1.9156 0.077
H -4.0375 4.9141 -0.7198 0.119
F 2.6411 2.7334 -2.2707 0.117
C 1.9141 2.1468 -3.2300 -0.663
F 2.2693 2.6953 -4.4032 0.111
F 0.6274 2.4584 -3.0118 0.107
S 2.1677 0.3210 -3.2429 0.444
O 1.2736 -0.1448 -4.2799 -0.319
O 3.5793 0.1671 -3.4932 -0.310
O 1.7431 -0.0398 -1.8985 -0.418
O 1.7226 -0.6932 2.8938 -0.003
C 2.4524 -0.0022 2.1886 -0.641
O 2.0864 0.6271 1.1203 -0.267
C 3.9138 0.1611 2.5080 -0.132
C 4.4213 -0.4413 3.6532 -0.026
C 5.7661 -0.3192 3.9654 -0.091
C 6.6076 0.4030 3.1300 -0.101
C 6.1032 1.0009 1.9832 -0.080
C 4.7578 0.8823 1.6704 -0.009
H 3.7425 -0.9982 4.2855 0.113
H 6.1597 -0.7880 4.8588 0.096
H 7.6593 0.4971 3.3716 0.095
H 6.7601 1.5579 1.3275 0.100
H 4.3498 1.3329 0.7759 0.121
C -0.2646 -3.0981 1.2471 -0.257
As 0.5168 -1.8590 -0.0170 1.165
C 2.3776 -2.3633 0.0088 -0.223
C -0.1280 -2.4825 -1.7602 -0.275
C 0.2068 -3.9169 -2.0112 -0.298
C 1.3853 -4.2551 -2.6749 -0.047
C 1.7171 -5.5831 -2.8971 -0.083
C 0.8747 -6.5968 -2.4618 -0.104
C -0.3058 -6.2715 -1.8085 -0.093
C -0.6349 -4.9431 -1.5861 -0.066
H 0.0462 -4.1189 1.0274 0.027
H -1.3514 -3.0236 1.2127 0.030
H 0.0868 -2.7957 2.2322 0.022
H 2.4726 -3.3750 -0.3853 0.031
H 2.7205 -2.3381 1.0394 0.031
H 2.9296 -1.6545 -0.6030 0.033
H 0.3385 -1.8199 -2.4861 0.051
H -1.2010 -2.3103 -1.7829 0.062
H 2.0371 -3.4636 -3.0277 0.124
H 2.6347 -5.8256 -3.4183 0.101
H 1.1325 -7.6334 -2.6377 0.094
H -0.9748 -7.0547 -1.4738 0.097
H -1.5610 -4.6936 -1.0804 0.111
C -1.8907 0.4770 -1.9409 -0.056
C -2.4569 -0.0921 -0.6499 -0.574
C -3.9407 0.2199 -0.5019 -0.049
O -1.8448 0.4531 0.4927 -0.409
H -2.4019 0.0629 -2.8137 0.090
H -0.8237 0.2703 -2.0471 0.037
H -2.0176 1.5616 -1.9411 0.075
H -2.3433 -1.1905 -0.6583 0.091
H -4.0938 1.3007 -0.5409 0.072
H -4.3059 -0.1374 0.4616 0.078
H -4.5185 -0.2529 -1.3001 0.076
```

C33H45ClCrN5O10P4 | ωB97M-V/def2-TZVPD

The spin multiplicity is 4. The HOMO energy (alpha / beta) comes out at -8.20 / -8.20 eV. The total energy comes out at -5181.21357 a.u. The value obtained for the LUMO energy (alpha / beta) is -1.3 / -1.3 eV. For the HOMO-LUMO gap (alpha / beta), the calculation gives 0.25525 / 0.25475 Eh.

```
99
Properties=species:S:1:pos:R:3:lowdin_charge:R:1
Cr -0.4744 -0.8529 -0.7122 0.608
C -2.5157 0.4125 -3.3289 -0.201
P -2.2219 0.5793 -1.5369 1.050
C -3.7659 -0.0705 -0.7789 -0.352
N -4.8064 0.7152 -0.7348 0.150
C -5.9561 0.2236 -0.2083 -0.196
C -7.0926 1.0597 -0.0919 -0.006
C -8.2647 0.5349 0.3633 -0.063
C -8.3558 -0.8357 0.7210 -0.063
C -7.2672 -1.6510 0.6411 -0.004
C -6.0343 -1.1237 0.1863 -0.193
N -4.9396 -1.9229 0.1400 0.141
C -3.8155 -1.4160 -0.2785 -0.342
P -2.2988 -2.4955 -0.4306 1.100
C -2.7967 -3.2626 -2.0102 -0.205
C -2.3313 -3.9255 0.8189 -0.659
C -2.0289 -5.2317 0.0763 -0.091
C -3.6627 -4.0798 1.5558 -0.101
C -1.2404 -3.6525 1.8543 -0.090
C -2.1776 2.4286 -1.2365 -0.667
C -0.7198 2.8237 -1.5155 -0.094
C -3.1345 3.1660 -2.1759 -0.089
C -2.5151 2.7725 0.2146 -0.087
H -3.5644 0.5774 -3.5713 0.061
H -2.1879 -0.5742 -3.6509 0.029
H -1.9030 1.1483 -3.8494 0.052
H -6.9990 2.1014 -0.3687 0.117
H -9.1404 1.1636 0.4546 0.108
H -9.3040 -1.2313 1.0599 0.108
H -7.3097 -2.6953 0.9202 0.117
H -3.7230 -3.8115 -1.8366 0.063
H -2.0236 -3.9277 -2.3880 0.048
H -2.9670 -2.4853 -2.7523 0.044
H -2.8655 -5.5515 -0.5452 0.081
H -1.8648 -6.0011 0.8341 0.095
H -1.1335 -5.1722 -0.5378 0.065
H -4.4965 -4.2653 0.8825 0.068
H -3.9025 -3.2082 2.1640 0.080
H -3.5548 -4.9414 2.2202 0.091
H -0.2536 -3.5329 1.4066 0.074
H -1.1992 -4.4944 2.5495 0.096
H -1.4426 -2.7492 2.4253 0.073
H -0.6038 3.9006 -1.3716 0.096
H -0.4190 2.5858 -2.5399 0.081
H -0.0440 2.3094 -0.8281 0.053
H -2.8392 3.0885 -3.2224 0.073
H -3.1178 4.2253 -1.9071 0.091
H -4.1551 2.8038 -2.0665 0.068
H -1.8818 2.2244 0.9047 0.029
H -3.5554 2.5543 0.4499 0.070
H -2.3487 3.8434 0.3584 0.096
O 0.4948 -3.7731 -1.3672 -0.150
P 0.6523 -2.8365 -2.6690 0.246
O 0.5911 -3.6305 -3.8891 -0.233
O -0.3738 -1.6762 -2.5004 -0.454
O 2.0865 -2.1116 -2.4114 -0.235
P 2.2582 -1.0113 -1.2127 0.289
O 1.3480 0.2127 -1.8318 -0.169
O 3.6666 -0.6893 -1.0354 -0.213
O 1.3194 -1.5246 -0.1054 -0.355
H 0.9500 -3.3689 -0.6103 0.050
H 1.6960 0.4583 -2.6958 0.109
C 7.4250 -1.5381 1.2185 -0.049
C 7.2543 -0.0742 0.9050 -0.271
C 6.4228 0.3508 -0.1240 -0.028
C 6.2474 1.7001 -0.3952 -0.019
C 6.8722 2.6570 0.3903 -0.276
N 6.6832 4.0458 0.1757 0.139
C 5.6043 4.7415 -0.3080 -0.540
O 5.7413 5.8380 -0.8195 0.053
N 4.3421 4.1939 -0.1920 0.141
C 3.8317 3.1483 0.5945 -0.237
C 4.3241 2.8273 1.8504 -0.012
C 3.7897 1.7351 2.5090 -0.033
C 2.7636 1.0202 1.9128 -0.124
N 2.2243 1.3781 0.7461 0.077
C 2.7540 2.4140 0.1129 -0.092
C 7.7327 2.2475 1.4020 -0.036
C 7.9220 0.8974 1.6484 -0.046
H 6.9654 -2.1576 0.4501 0.077
H 6.9583 -1.7865 2.1739 0.080
H 8.4805 -1.8048 1.2913 0.077
H 5.8908 -0.3690 -0.7321 0.088
H 5.6099 1.9945 -1.2184 0.122
H 7.4979 4.6348 0.2525 0.151
H 3.6900 4.6658 -0.7998 0.148
H 5.1134 3.4139 2.3017 0.122
H 4.1743 1.4385 3.4755 0.109
H 2.3479 0.1333 2.3776 0.104
H 2.3172 2.6797 -0.8480 0.109
H 8.2455 2.9886 2.0046 0.112
H 8.5960 0.5935 2.4414 0.112
Cl -2.5810 0.9810 3.3624 0.579
C -0.7999 1.0106 3.1125 -0.460
C -0.4169 -0.0706 2.1178 -0.708
O 0.1588 -1.0617 2.4993 0.053
O -0.7829 0.2026 0.8910 -0.238
H -0.3421 0.8013 4.0718 0.079
H -0.5311 1.9999 2.7501 0.077
```